Record 1
{"formula": "C28H39BBr2N7O5S", "method": "ωB97M-V/def2-TZVPD", "symbols": ["C", "C", "Br", "C", "N", "C", "N", "S", "C", "O", "O", "N", "C", "C", "C", "Br", "O", "B", "O", "O", "H", "H", "H", "H", "H", "H", "H", "H", "H", "H", "H", "H", "H", "H", "H", "H", "H", "H", "H", "N", "C", "C", "C", "C", "C", "H", "H", "H", "H", "H", "N", "C", "C", "C", "C", "C", "H", "H", "H", "H", "H", "N", "C", "C", "C", "C", "C", "H", "H", "H", "H", "H", "N", "C", "C", "C", "C", "C", "H", "H", "H", "H", "H"], "coordinates": [[3.4519, 4.3491, 1.4637], [3.8576, 2.8613, 1.2415], [3.7020, 1.8412, 2.9345], [3.1632, 2.1215, 0.0491], [1.9367, 2.7383, -0.4607], [0.7384, 2.3172, -0.2339], [-0.3132, 3.0244, -0.8973], [-1.2765, 4.0454, 0.0984], [-0.2686, 5.0330, 1.2598], [-2.3726, 3.2914, 0.7650], [-1.9067, 5.0251, -0.8263], [0.4906, 1.1606, 0.5598], [0.8085, -0.0981, -0.1219], [-0.3526, -1.1357, -0.2225], [-1.7170, -0.6923, 0.3780], [-0.7104, -1.6481, -2.1223], [0.9411, 1.2443, 1.8695], [-0.0254, 1.6899, 2.8185], [-1.3149, 1.1759, 3.0033], [0.4002, 2.7196, 3.6749], [2.6137, 4.3476, 2.1910], [4.2814, 4.8397, 1.9998], [3.1590, 4.8866, 0.5479], [4.9374, 2.8621, 1.0166], [3.0596, 1.0664, 0.3332], [3.8989, 2.1440, -0.7971], [2.0434, 3.5569, -1.0545], [-0.9014, 2.3435, -1.3873], [-0.5965, 4.9458, 2.2997], [0.7911, 4.7839, 1.0878], [-0.3945, 6.0905, 0.9652], [1.6987, -0.6060, 0.3047], [1.0960, 0.1538, -1.1666], [-0.0641, -2.0836, 0.2606], [-1.6932, -0.9155, 1.4582], [-2.4994, -1.3510, -0.0355], [-1.9547, 0.3575, 0.1534], [-1.2155, 0.4775, 3.6590], [-0.4034, 3.0959, 4.0419], [-3.5381, -2.7794, -5.2282], [-4.6231, -2.9053, -5.9984], [-5.8653, -2.3834, -5.6735], [-5.9951, -1.6929, -4.4793], [-4.8841, -1.5507, -3.6628], [-3.6868, -2.1081, -4.0821], [-4.4741, -3.4555, -6.9205], [-6.7084, -2.5146, -6.3381], [-6.9494, -1.2707, -4.1887], [-4.9452, -1.0186, -2.7219], [-2.7902, -2.0197, -3.4775], [0.9287, -2.8213, 2.0503], [0.5820, -4.0819, 2.3295], [0.0447, -4.4828, 3.5426], [-0.1425, -3.5256, 4.5269], [0.2116, -2.2116, 4.2612], [0.7383, -1.9158, 3.0150], [0.7491, -4.7955, 1.5309], [-0.2198, -5.5174, 3.7117], [-0.5584, -3.7995, 5.4884], [0.0819, -1.4356, 5.0046], [1.0293, -0.9024, 2.7562], [-4.3571, -2.8968, 1.1097], [-5.0946, -3.6618, 0.2976], [-5.7580, -4.8065, 0.7081], [-5.6506, -5.1864, 2.0361], [-4.8902, -4.4105, 2.8967], [-4.2696, -3.2826, 2.3864], [-5.1469, -3.3270, -0.7328], [-6.3428, -5.3852, 0.0063], [-6.1532, -6.0754, 2.3961], [-4.7822, -4.6747, 3.9400], [-3.6671, -2.6428, 3.0228], [5.9411, 1.8356, -2.3101], [5.9579, 2.7250, -3.3106], [7.0816, 3.0173, -4.0637], [8.2618, 2.3551, -3.7650], [8.2707, 1.4309, -2.7325], [7.0919, 1.2077, -2.0417], [5.0132, 3.2206, -3.5068], [7.0349, 3.7441, -4.8629], [9.1630, 2.5565, -4.3301], [9.1721, 0.8947, -2.4699], [7.0501, 0.4911, -1.2293]], "atomic_forces_ev_per_a": [[-0.31, -0.93, 1.14], [0.24, 0.65, -0.37], [0.39, 0.48, -0.54], [1.82, -0.04, 0.06], [-0.24, -0.34, 0.80], [0.19, -0.38, 0.16], [1.74, -0.56, 1.05], [-7.31, 2.50, -0.78], [0.91, 0.00, -0.79], [3.64, 0.38, -0.39], [2.61, -1.83, 1.24], [-1.15, 0.00, -1.19], [-0.02, -0.94, -1.17], [-1.08, -0.05, 0.42], [0.49, -0.79, -0.37], [0.70, 0.40, 0.57], [0.23, 0.92, 0.46], [-0.54, 0.87, 1.06], [1.55, 0.21, -0.52], [-0.13, -0.97, -1.76], [0.24, 0.18, -0.55], [-0.37, 0.03, -0.54], [0.39, -0.14, 0.26], [-0.54, -0.34, 0.14], [-0.55, 0.49, -0.31], [-0.63, 0.00, 0.45], [-0.13, -0.02, 0.00], [-0.48, 0.31, 0.21], [0.08, -0.61, -0.40], [-0.39, 0.03, 0.53], [-0.23, -0.68, -0.26], [-0.46, 0.47, 0.16], [-0.11, -0.04, 0.53], [0.07, 0.61, -0.48], [-0.05, 0.56, -0.34], [0.29, 0.40, 0.25], [0.02, -0.35, 0.33], [-0.51, -0.32, 0.12], [-0.12, -0.06, 0.62], [-0.34, 0.15, 0.09], [0.33, -0.06, 0.06], [-0.01, 0.04, 0.08], [-0.09, 0.03, 0.02], [-0.05, -0.02, -0.04], [0.20, -0.18, -0.22], [-0.07, 0.01, -0.02], [0.03, -0.01, -0.01], [0.02, -0.01, -0.01], [0.03, 0.00, -0.01], [-0.29, 0.00, -0.07], [-0.07, -0.14, 0.47], [0.14, 0.15, -0.24], [-0.01, 0.11, 0.09], [-0.08, -0.08, 0.08], [-0.03, -0.04, -0.10], [0.08, -0.03, -0.20], [-0.03, -0.06, 0.04], [0.02, 0.01, -0.03], [0.01, 0.00, -0.02], [0.05, 0.00, 0.04], [0.03, -0.07, 0.12], [-0.14, -0.33, 0.10], [0.20, 0.29, 0.02], [0.01, -0.02, 0.09], [-0.04, -0.08, 0.02], [-0.02, -0.03, -0.04], [0.07, 0.20, -0.26], [-0.04, -0.06, -0.03], [0.02, 0.03, -0.01], [0.01, 0.02, -0.01], [0.00, 0.03, 0.00], [0.00, -0.03, 0.07], [0.16, 0.20, -0.08], [-0.12, -0.17, 0.24], [0.03, -0.02, 0.01], [0.08, 0.00, -0.03], [-0.02, 0.06, -0.08], [-0.32, 0.00, 0.12], [0.03, 0.05, -0.10], [-0.03, -0.01, 0.01], [-0.02, 0.00, 0.01], [-0.03, -0.01, 0.02], [0.08, -0.02, -0.01]], "charge": 1, "e_homo_ha": -0.4057, "lumo_energy_ev": -4.74}

---

Record 2
{"formula": "C28H39N3O8P2SSiTi", "method": "ωB97M-V/def2-TZVPD", "symbols": ["Ti", "C", "C", "C", "C", "C", "C", "C", "H", "H", "H", "H", "H", "H", "H", "H", "C", "Si", "C", "C", "C", "C", "C", "C", "N", "C", "S", "H", "H", "H", "H", "H", "H", "H", "H", "H", "H", "H", "H", "C", "C", "O", "P", "O", "O", "O", "P", "O", "O", "O", "H", "H", "H", "H", "H", "H", "H", "C", "N", "N", "C", "O", "C", "C", "C", "C", "C", "C", "C", "C", "C", "H", "H", "H", "H", "H", "H", "H", "H", "H", "H", "H", "H"], "coordinates": [[-0.4324, -0.4360, -0.6532], [0.9395, -3.8501, -2.4307], [0.7144, -2.5530, -3.1553], [1.4464, -1.4175, -2.8067], [1.2081, -0.1953, -3.4238], [0.2553, -0.1006, -4.4319], [-0.4610, -1.2281, -4.7996], [-0.2352, -2.4407, -4.1611], [0.9766, -3.6805, -1.3532], [1.8835, -4.3110, -2.7310], [0.1345, -4.5548, -2.6348], [2.2091, -1.4952, -2.0424], [1.7781, 0.6797, -3.1340], [0.0705, 0.8490, -4.9170], [-1.2180, -1.1611, -5.5708], [-0.8287, -3.3072, -4.4278], [1.1731, 5.0753, 0.9573], [-0.5492, 5.1763, 0.2393], [-0.6465, 6.7727, -0.7455], [-1.8125, 5.2231, 1.6219], [-1.0075, 3.7640, -0.9219], [-1.8190, 4.0254, -2.0205], [-2.2328, 3.0127, -2.8836], [-1.8036, 1.7302, -2.6277], [-1.0137, 1.4432, -1.5840], [-0.6324, 2.4189, -0.7216], [0.2524, 1.8171, 0.6420], [1.4131, 6.0322, 1.4292], [1.9190, 4.8807, 0.1831], [1.2512, 4.2827, 1.6991], [-0.3399, 7.6090, -0.1127], [-1.6513, 6.9941, -1.1096], [0.0257, 6.7431, -1.6065], [-1.6328, 6.0626, 2.2981], [-1.7675, 4.3036, 2.2107], [-2.8249, 5.3208, 1.2235], [-2.1473, 5.0396, -2.2150], [-2.8824, 3.2137, -3.7236], [-2.1193, 0.8878, -3.2282], [-4.1116, -3.0223, 0.6618], [-4.0327, -1.7126, -0.1164], [-5.3480, -1.2529, -0.3894], [-3.1775, -0.4962, 0.9404], [-3.9517, -0.4364, 2.3328], [-3.4898, 0.8945, 0.2656], [-1.7269, -0.7736, 1.1483], [-3.1250, -1.9039, -1.7310], [-3.5324, -3.3844, -2.2236], [-3.6875, -0.8755, -2.6424], [-1.6508, -1.9630, -1.4100], [-4.7041, -2.8846, 1.5670], [-3.1119, -3.3737, 0.9238], [-4.5909, -3.7757, 0.0410], [-5.2773, -0.7054, -1.1898], [-3.4672, -0.8923, 3.0311], [-2.8387, 1.5803, 0.4897], [-4.2254, -3.3141, -2.8907], [4.1158, -0.5104, 3.6969], [3.9838, -0.9144, 2.2946], [2.7306, -1.4399, 1.9768], [2.2852, -0.9227, 0.7937], [1.2516, -1.3276, 0.2367], [3.2631, 0.0448, 0.3897], [4.2398, 0.0409, 1.3219], [5.4420, 0.9096, 1.4325], [2.2319, -2.5984, 2.6243], [3.1096, -3.5821, 3.0604], [2.6089, -4.7112, 3.6902], [1.2412, -4.8655, 3.8623], [0.3744, -3.8802, 3.4099], [0.8602, -2.7352, 2.7983], [3.9110, -1.3651, 4.3359], [3.4237, 0.3008, 3.9383], [5.1399, -0.1894, 3.8660], [3.1932, 0.6533, -0.4946], [5.6359, 1.3875, 0.4753], [6.3202, 0.3328, 1.7221], [5.2864, 1.6952, 2.1746], [4.1725, -3.4636, 2.8932], [3.2909, -5.4780, 4.0332], [0.8520, -5.7524, 4.3442], [-0.6937, -3.9988, 3.5377], [0.1868, -1.9646, 2.4466]], "atomic_forces_ev_per_a": [[0.30, -0.13, 0.26], [-0.01, 0.01, 0.01], [0.01, -0.03, -0.04], [-0.03, 0.07, 0.04], [0.03, -0.01, -0.01], [-0.02, 0.00, -0.02], [0.00, 0.02, 0.01], [0.00, -0.01, -0.01], [0.00, 0.00, 0.00], [0.00, 0.00, 0.00], [0.00, 0.00, 0.00], [0.01, -0.01, 0.00], [0.00, 0.00, 0.01], [-0.01, 0.00, 0.00], [0.00, 0.00, 0.00], [0.00, 0.00, 0.00], [0.06, 0.01, -0.03], [-0.03, -0.05, 0.08], [-0.03, 0.00, -0.01], [0.00, -0.02, 0.05], [-0.01, 0.13, -0.12], [0.08, -0.06, -0.04], [0.01, 0.01, 0.00], [0.00, 0.06, 0.05], [-0.29, 0.07, -0.10], [-0.04, -0.06, -0.02], [-0.02, -0.07, -0.10], [0.02, 0.01, -0.01], [-0.01, 0.01, 0.01], [-0.01, 0.02, -0.01], [0.00, 0.00, 0.00], [-0.01, -0.01, 0.00], [-0.01, 0.01, 0.00], [0.00, 0.00, -0.01], [0.01, 0.00, -0.02], [0.00, 0.01, 0.00], [0.00, 0.03, 0.00], [0.00, 0.00, 0.00], [0.00, -0.02, -0.02], [0.00, 0.01, -0.01], [-0.02, -0.02, 0.01], [-0.01, 0.01, 0.00], [0.06, -0.01, 0.01], [-0.02, -0.04, 0.00], [-0.04, 0.04, 0.02], [-0.02, 0.02, -0.01], [0.02, -0.03, 0.04], [0.03, 0.01, -0.02], [-0.02, 0.01, 0.01], [-0.13, 0.16, -0.13], [0.00, 0.00, 0.00], [0.00, 0.00, 0.00], [0.00, 0.00, 0.00], [0.00, 0.00, 0.00], [0.01, 0.02, 0.01], [0.03, -0.02, -0.03], [-0.01, 0.00, 0.00], [0.03, -0.05, -0.02], [-0.07, 0.08, 0.01], [0.00, 0.05, 0.08], [-0.10, -0.07, 0.06], [0.13, -0.13, 0.03], [0.03, 0.03, -0.07], [0.04, -0.05, 0.04], [0.00, 0.01, 0.00], [0.00, -0.04, 0.00], [0.03, 0.00, -0.02], [-0.01, -0.01, 0.01], [0.01, 0.01, -0.01], [-0.01, 0.00, 0.00], [-0.02, 0.02, 0.00], [0.00, 0.00, 0.00], [0.00, 0.00, 0.00], [0.00, 0.01, 0.00], [0.01, 0.01, 0.00], [0.00, 0.01, 0.00], [0.00, 0.00, -0.01], [0.00, 0.00, 0.01], [0.00, 0.00, 0.01], [0.00, 0.00, 0.00], [0.00, 0.00, 0.00], [0.00, 0.00, 0.00], [0.01, 0.00, 0.00]], "charge": 0, "s2": 2.00, "e_above_lowest_ev": 0.496, "e_homo_ha": [-0.2148, -0.2671], "multiplicity": 3, "lumo_energy_ev": [0.31, 0.30]}